Formula: C25H29Cl2OSi
Source: the OMol25 dataset
Level of theory: the ωB97M-V functional and the def2-TZVPD basis

Last column: natural (NBO) charge in e.
Positions of all 58 atoms, in Å:
Cl (3.487, 6.108, -0.338)  0.05
C (2.054, 5.237, -0.012)  -0.02
C (0.890, 5.525, -0.746)  -0.23
C (-0.264, 4.782, -0.508)  -0.16
C (-0.281, 3.713, 0.420)  -0.12
C (-1.507, 2.940, 0.583)  -0.13
C (-1.636, 1.803, 1.312)  -0.22
C (-2.942, 1.062, 1.542)  -0.30
C (-2.886, 0.256, 2.849)  0.05
C (-3.990, 0.305, 3.691)  -0.21
C (-4.052, -0.497, 4.827)  -0.21
C (-2.999, -1.376, 5.114)  -0.05
Cl (-3.151, -2.495, 6.396)  0.05
C (-1.836, -1.331, 4.341)  -0.21
C (-1.777, -0.503, 3.212)  -0.26
C (0.891, 3.472, 1.176)  -0.17
C (2.053, 4.220, 0.957)  -0.23
H (0.900, 6.320, -1.488)  0.24
H (-1.182, 5.025, -1.043)  0.22
H (-2.379, 3.304, 0.032)  0.20
H (-0.768, 1.404, 1.839)  0.21
H (-3.731, 1.837, 1.637)  0.25
H (-4.824, 0.960, 3.437)  0.22
H (-4.914, -0.458, 5.479)  0.24
H (-0.991, -1.943, 4.628)  0.24
H (-0.867, -0.482, 2.612)  0.22
H (0.881, 2.712, 1.960)  0.21
H (2.961, 4.027, 1.524)  0.24
C (-6.487, -6.112, 0.485)  -0.60
C (-5.410, -5.022, 0.300)  -0.85
Si (-5.927, -3.185, 0.410)  1.55
C (-7.227, -3.034, -0.948)  -0.84
C (-6.812, -3.378, -2.381)  -0.61
C (-6.822, -2.994, 2.049)  -0.85
C (-5.892, -3.216, 3.241)  -0.61
C (-4.535, -1.903, 0.398)  0.20
C (-3.225, -2.162, -0.038)  -0.34
C (-2.485, -1.000, 0.080)  0.04
C (-3.386, 0.102, 0.464)  0.02
O (-4.591, -0.636, 0.900)  -0.39
H (-6.028, -7.110, 0.428)  0.23
H (-6.986, -6.048, 1.460)  0.21
H (-7.259, -6.078, -0.295)  0.21
H (-4.614, -5.180, 1.045)  0.23
H (-4.931, -5.167, -0.681)  0.23
H (-8.074, -3.675, -0.646)  0.25
H (-7.595, -1.998, -0.900)  0.23
H (-7.648, -3.189, -3.067)  0.23
H (-5.972, -2.758, -2.712)  0.20
H (-6.531, -4.432, -2.495)  0.21
H (-7.216, -1.965, 2.047)  0.23
H (-7.686, -3.680, 2.073)  0.25
H (-6.397, -2.953, 4.178)  0.23
H (-5.552, -4.257, 3.317)  0.21
H (-5.005, -2.577, 3.162)  0.19
H (-2.905, -3.148, -0.384)  0.27
H (-1.445, -0.850, -0.189)  0.26
H (-3.700, 0.681, -0.415)  0.28

Output
Energy (eV): -61358.297
HOMO energy (eV): -10.820
Total charge: +1
Frontier orbital gap (eV): 5.25
F_max (eV/Å): 3.724
M (u): 444.50

***

Formula: C25H29FN4O4S
Source: the OMol25 dataset
Level of theory: the ωB97M-V functional and the def2-TZVPD basis

Last column: natural (NBO) charge in e.
Positions of all 64 atoms, in Å:
C (1.676, -2.647, -0.302)  -0.61
H (1.166, -2.952, 0.609)  0.21
H (2.481, -1.965, -0.039)  0.21
C (2.228, -3.866, -1.034)  -0.40
H (2.863, -4.440, -0.357)  0.21
H (1.401, -4.509, -1.347)  0.20
C (3.055, -3.484, -2.268)  -0.06
N (2.229, -2.750, -3.205)  -0.63
C (2.362, -1.438, -3.434)  0.67
O (3.253, -0.735, -3.010)  -0.62
C (1.206, -0.866, -4.284)  -0.31
N (0.029, -0.754, -3.442)  -0.39
C (-0.165, 0.370, -2.713)  0.11
C (-1.202, 0.522, -1.860)  -0.43
C (-2.162, -0.525, -1.704)  0.07
C (-3.285, -0.444, -0.870)  -0.24
C (-4.155, -1.506, -0.771)  -0.17
C (-3.937, -2.678, -1.495)  -0.22
C (-2.843, -2.777, -2.322)  -0.14
C (-1.948, -1.709, -2.442)  -0.19
C (-0.796, -1.865, -3.318)  0.67
O (-0.523, -2.897, -3.918)  -0.65
H (-2.649, -3.668, -2.899)  0.24
H (-4.628, -3.503, -1.407)  0.22
H (-5.018, -1.429, -0.127)  0.22
H (-3.463, 0.469, -0.326)  0.25
S (-1.165, 2.063, -0.953)  2.33
O (-2.444, 2.348, -0.362)  -0.95
O (-0.590, 3.059, -1.806)  -0.94
N (-0.001, 1.660, 0.190)  -0.67
C (-0.483, 0.839, 1.279)  -0.23
H (-1.162, 0.094, 0.864)  0.22
C (-1.199, 1.652, 2.366)  -0.24
N (-0.320, 2.717, 2.804)  -0.45
C (-0.386, 3.232, 4.088)  0.09
C (-1.449, 3.036, 4.978)  0.35
C (-1.437, 3.519, 6.272)  -0.26
C (-0.353, 4.244, 6.730)  -0.23
C (0.714, 4.465, 5.876)  -0.23
C (0.699, 3.964, 4.591)  -0.18
H (1.556, 4.123, 3.954)  0.20
H (1.572, 5.024, 6.216)  0.21
H (-0.345, 4.631, 7.737)  0.22
H (-2.296, 3.332, 6.898)  0.23
F (-2.569, 2.367, 4.592)  -0.34
C (0.054, 3.582, 1.702)  -0.23
H (0.667, 4.407, 2.060)  0.22
C (0.810, 2.767, 0.654)  -0.24
H (1.044, 3.380, -0.215)  0.24
H (1.731, 2.355, 1.076)  0.21
H (-0.849, 3.996, 1.225)  0.19
H (-1.418, 0.987, 3.200)  0.22
H (-2.140, 2.045, 1.957)  0.21
H (0.385, 0.329, 1.709)  0.21
H (0.551, 1.167, -2.834)  0.25
H (1.485, 0.120, -4.653)  0.23
H (0.974, -1.537, -5.114)  0.25
H (1.408, -3.226, -3.565)  0.43
C (3.632, -4.718, -2.955)  -0.60
H (2.831, -5.381, -3.273)  0.20
H (4.283, -5.259, -2.274)  0.21
H (4.210, -4.426, -3.829)  0.22
H (3.862, -2.805, -1.975)  0.23
H (0.964, -2.107, -0.923)  0.20

Output
Energy (eV): -54099.830
HOMO energy (eV): -7.958
Frontier orbital gap (eV): 8.09
F_max (eV/Å): 0.946
M (u): 500.60